Here is a structure of composition C26H28F3MgN2O3Se in a non-equilibrium geometry from OMol25. Energies are from ωB97M-V/def2-TZVPD.

Summary:
- net charge = -1
- HOMO level (eV) = -3.425
- E (hartree) = -4243.9721
- 2S+1 = 1
- strongest force on any atom (hartree/bohr) = 0.024

Positions of all 64 atoms, in Å:
Mg -0.0356 -0.0808 1.4074
O 1.1786 0.9836 0.3723
N 0.8085 2.2045 0.5488
N -0.3996 2.3554 0.9570
O -1.2720 1.3553 1.1919
C -0.8208 3.7025 1.2697
C -1.3346 3.9538 2.5301
C -1.7426 5.2403 2.8428
C -1.6412 6.2567 1.8985
C -1.1245 5.9838 0.6389
C -0.7095 4.6980 0.3183
H -1.3979 3.1441 3.2450
H -2.1345 5.4526 3.8311
H -1.9691 7.2605 2.1424
H -1.0523 6.7723 -0.1018
H -0.3005 4.4609 -0.6568
C 0.9516 -8.3112 0.4404
C 0.7980 -6.8185 0.3306
C 0.3274 -6.0701 1.4021
C 0.1566 -4.6951 1.3206
C -0.3475 -3.9793 2.5490
C 0.4894 -4.0475 0.1016
C 0.3959 -2.6075 -0.0936
O -0.1215 -1.8308 0.7152
C 0.9729 -4.7965 -0.9927
C 1.3506 -4.1462 -2.3005
C 1.1087 -6.1672 -0.8564
H 0.9513 -8.6337 1.4816
H 1.8783 -8.6444 -0.0282
H 0.1258 -8.8154 -0.0678
H 0.0907 -6.5726 2.3355
H -0.5248 -4.6978 3.3495
H -1.2722 -3.4415 2.3504
H 0.3711 -3.2390 2.9031
H 0.7683 -2.1820 -1.0465
H 0.5506 -3.5236 -2.7107
H 1.6107 -4.9055 -3.0398
H 2.2123 -3.4880 -2.1768
H 1.4750 -6.7456 -1.6982
C 1.4928 -3.5841 -8.3672
C 1.3012 -2.8280 -7.0703
C 0.0408 -2.4506 -6.6266
C -0.1535 -1.7606 -5.4273
C -1.5563 -1.4041 -5.0169
C 0.9562 -1.4127 -4.6171
Se 0.7048 -0.4673 -2.9685
C 2.2458 -1.7848 -5.0752
C 3.5024 -1.4125 -4.3266
C 2.3866 -2.4839 -6.2756
H 0.5368 -3.7375 -8.8735
H 1.9423 -4.5668 -8.1930
H 2.1522 -3.0411 -9.0513
H -0.8294 -2.7020 -7.2334
H -2.2820 -1.7800 -5.7472
H -1.6671 -0.3213 -4.9188
H -1.7849 -1.8161 -4.0311
H 3.2942 -1.2586 -3.2697
H 3.9074 -0.4677 -4.7056
H 4.2723 -2.1835 -4.4494
H 3.3902 -2.7643 -6.6026
F 0.7737 1.3731 3.7648
C 0.5708 0.0172 3.4429
F 1.8295 -0.5567 3.6885
F -0.1930 -0.4407 4.5145